Arrangement one

DFT (the ωB97M-V functional and the def2-TZVPD basis) results for the molecule C2H5OP.

XYZ file:
```
9
Properties=species:S:1:pos:R:3
H 2.9657 -0.6718 -0.2769
P 2.1473 0.2851 0.2922
C 0.6815 -0.4442 -0.1089
C -0.8013 0.5942 0.2153
O -1.9714 -0.1050 0.1638
H 0.1746 -1.3776 -0.5120
H -0.7302 1.4562 -0.4694
H -0.5443 0.9437 1.2721
H -1.9220 -0.6806 -0.5762
```

- HOMO energy (eV) = -9.53
- total charge = 0
- LUMO (Eh) = 0.0043

=====

Arrangement two

DFT (the ωB97M-V functional and the def2-TZVPD basis) results for a cluster of 2 separate species, C2H5OP in total.

XYZ file:
```
9
Properties=species:S:1:pos:R:3
C -0.0492 0.8636 1.2604
C -0.1196 -0.1244 0.2102
O -1.2122 0.1991 0.8308
P 0.3507 -1.7253 -0.5466
H 0.3323 0.6067 2.2730
H 0.0035 1.9802 0.9021
H 0.1003 1.3125 -1.8970
H 1.2248 -1.1897 -1.5848
H -0.6306 -1.9226 -1.4481
```

- HOMO energy (alpha / beta) (eV) = -9.59 / -7.09
- total charge = 0
- LUMO (alpha / beta) (Eh) = 0.0216 / -0.0166

=====

According to the calculations, the structures order from most to least stable as arrangement one, arrangement two.

=====

Arrangement one

DFT (the ωB97M-V functional and the def2-TZVPD basis) results for a cluster of 2 separate species, CHF2NO2 in total.

XYZ file:
```
7
Properties=species:S:1:pos:R:3
C 0.2858 -0.4542 0.0088
N 0.2508 0.9766 0.3733
O 0.9719 1.7712 -0.2090
O -0.6861 1.1613 1.0815
F -0.5144 -1.1974 0.7631
F 1.4829 -0.9310 -0.2170
H -1.7909 -1.3264 -1.8009
```

- HOMO energy (alpha / beta) (eV) = -10.59 / -11.53
- total charge = 0
- LUMO (alpha / beta) (Eh) = -0.0227 / -0.0727

=====

Arrangement two

DFT (the ωB97M-V functional and the def2-TZVPD basis) results for the molecule CHF2NO2.

XYZ file:
```
7
Properties=species:S:1:pos:R:3
O 1.0425 0.5495 -1.2959
N 0.0309 0.6519 -0.6266
O -0.7735 1.5696 -0.6224
C -0.1104 -0.4796 0.3888
F -1.1989 -0.4353 1.0573
F 0.9293 -0.3181 1.2164
H 0.0801 -1.5380 -0.1176
```

- HOMO energy (eV) = -12.05
- total charge = 0
- LUMO (Eh) = -0.0200

=====

According to the calculations, the structures order from most to least stable as arrangement two, arrangement one.

=====

Arrangement one

DFT (the ωB97M-V functional and the def2-TZVPD basis) results for a cluster of 2 separate species, C3H11NS2 in total.

XYZ file:
```
17
Properties=species:S:1:pos:R:3
C -1.9308 -0.2323 0.3155
C -1.2564 0.2782 -0.9487
N -0.7666 1.6320 -0.7676
H -1.4249 0.1414 1.2021
H -2.0386 -1.3114 0.2813
H -2.9686 0.1201 0.4035
H -1.9302 0.1168 -1.7917
H -0.3914 -0.3628 -1.1256
H -0.1342 1.8930 -1.5124
H -1.5247 2.3076 -0.7709
C 2.1565 0.2201 0.8288
S 1.8032 -1.2244 1.8596
S 1.2149 -2.5698 0.3839
H 1.2284 0.7703 0.6421
H 2.8874 0.9177 1.2533
H 2.6420 -0.1174 -0.0792
H 2.4341 -2.5792 -0.1739
```

- HOMO energy (eV) = -8.66
- total charge = 0
- LUMO (Eh) = 0.0211

=====

Arrangement two

DFT (the ωB97M-V functional and the def2-TZVPD basis) results for a cluster of 2 separate species, C3H11NS2 in total.

XYZ file:
```
17
Properties=species:S:1:pos:R:3
C -2.2633 -1.4197 0.1324
C -2.0182 -0.1171 0.9697
N -0.6671 0.2838 0.9600
H -1.9112 -1.5656 -0.8846
H -3.3622 -1.6004 0.1967
H -1.7154 -2.1289 0.7206
H -2.3800 -0.4053 1.9606
H -2.6507 0.6273 0.5629
H -0.0578 -0.3651 1.5160
H -0.1224 0.2066 0.0906
C 2.3304 1.9179 -0.6449
S 2.5618 0.2531 -0.0055
S 2.3966 -0.7395 -1.8674
H 3.2293 2.2145 -1.4107
H 1.3439 1.9050 -1.0644
H 2.3393 2.7679 0.0799
H 2.9468 -1.8345 -1.3118
```

- HOMO energy (eV) = -8.44
- total charge = 0
- LUMO (Eh) = 0.0110

=====

According to the calculations, the structures order from most to least stable as arrangement one, arrangement two.

=====

Arrangement one

DFT (the ωB97M-V functional and the def2-TZVPD basis) results for the molecule C2H3NO3S.

XYZ file:
```
10
Properties=species:S:1:pos:R:3
C -0.9479 -0.2529 -0.4081
C -0.4731 0.5714 0.6444
N 0.7828 0.4864 0.9389
O -0.2541 -0.8050 -1.3175
O 1.2209 1.2045 1.9980
O 0.8291 -1.9641 -3.3142
S 1.1278 -1.2304 -2.0493
H -1.9193 -0.4864 -0.5357
H -1.0824 1.1126 1.2564
H 0.7163 1.3639 2.7871
```

- HOMO energy (alpha / beta) (eV) = -8.70 / -7.88
- total charge = 0
- LUMO (alpha / beta) (Eh) = -0.0161 / -0.0367

=====

Arrangement two

DFT (the ωB97M-V functional and the def2-TZVPD basis) results for the molecule C2H3NO3S.

XYZ file:
```
10
Properties=species:S:1:pos:R:3
N -0.8109 1.5542 -0.2342
S -1.0008 -0.0506 -0.0646
O -1.1335 -0.7585 -1.2727
O -1.9891 -0.1380 0.9556
C 0.6106 -0.5962 0.7027
C 1.5152 -1.4450 0.3046
O 1.7382 -0.2790 -0.3468
H -0.3507 1.9538 -0.9913
H -0.6755 2.1975 0.5997
H 2.0967 -2.4382 0.3469
```

- HOMO energy (alpha / beta) (eV) = -9.08 / -9.08
- total charge = 0
- LUMO (alpha / beta) (Eh) = -0.0181 / -0.0182

=====

Arrangement three

DFT (the ωB97M-V functional and the def2-TZVPD basis) results for a structure of composition C2H3NO3S.

XYZ file:
```
10
Properties=species:S:1:pos:R:3
C 0.6386 -1.2593 -0.0569
C 0.6417 0.9129 0.0034
N 1.4100 -0.2415 -0.1333
O -1.8978 0.4674 1.2205
O -1.8542 0.4527 -1.3137
O -0.6438 -1.3726 0.0139
S -1.1473 0.2850 -0.0343
H 1.1756 -2.2418 -0.0763
H 0.8506 1.2102 1.0661
H 0.8267 1.7868 -0.6894
```

- HOMO energy (eV) = -10.96
- total charge = 0
- LUMO (Eh) = 0.0218

=====

According to the calculations, the structures order from most to least stable as arrangement three, arrangement one, arrangement two.

=====

Arrangement one

DFT (the ωB97M-V functional and the def2-TZVPD basis) results for a cluster of 2 separate species, H3PS2 in total.

XYZ file:
```
6
Properties=species:S:1:pos:R:3
P -0.1914 0.3608 -0.6204
S -2.0610 -0.0868 -1.1012
S 0.2356 0.5055 1.5324
H 2.1772 -2.0358 -1.2916
H 0.0976 1.8454 -0.6504
H -0.2579 -0.5890 2.1312
```

- HOMO energy (alpha / beta) (eV) = -9.42 / -8.95
- total charge = 0
- LUMO (alpha / beta) (Eh) = -0.0926 / 0.0107

=====

Arrangement two

DFT (the ωB97M-V functional and the def2-TZVPD basis) results for the molecule H3PS2.

XYZ file:
```
6
Properties=species:S:1:pos:R:3
S 2.4918 0.5157 0.0875
P 0.7456 -0.0501 -0.2578
S -0.9138 1.2574 -0.1294
H 0.4886 -1.2263 0.2385
H 0.3246 -0.2857 -1.5802
H -0.8815 1.8006 1.1471
```

- HOMO energy (eV) = -9.36
- total charge = 0
- LUMO (Eh) = 0.0167

=====

According to the calculations, the structures order from most to least stable as arrangement two, arrangement one.

=====

Arrangement one

DFT (the ωB97M-V functional and the def2-TZVPD basis) results for a structure of composition C5H6Cl2N2.

XYZ file:
```
15
Properties=species:S:1:pos:R:3
C 0.5589 0.9671 -1.5009
C -0.8238 1.1995 -1.2782
C 1.2181 0.1155 -0.6824
C -1.4726 0.4973 -0.3163
C -0.7911 -0.5276 0.4413
N 0.5775 -0.4901 0.3545
N -1.3280 -0.9944 1.6012
Cl -3.1390 0.7464 0.0029
Cl -1.0642 -2.3508 -0.9749
H 1.0634 1.4687 -2.3075
H -1.3480 1.9343 -1.8682
H 2.2704 -0.0986 -0.7818
H 1.0718 -1.2131 0.8590
H -2.3389 -1.0288 1.5905
H -0.9228 -1.8528 1.9478
```

- HOMO energy (eV) = -8.21
- total charge = 0
- LUMO (Eh) = 0.0040

=====

Arrangement two

DFT (the ωB97M-V functional and the def2-TZVPD basis) results for the molecule C5H6Cl2N2.

XYZ file:
```
15
Properties=species:S:1:pos:R:3
C -0.6645 1.2108 -0.3491
C 0.5235 1.2298 0.7070
Cl 1.8429 2.4255 0.2480
C 1.2281 -0.0029 0.7433
N 1.9047 -0.5388 1.7276
N 2.6078 -1.6336 1.2104
C 2.2924 -1.9075 0.0753
C 1.3396 -0.9598 -0.3898
Cl 1.9814 -0.1856 -1.6899
H -0.2831 1.0838 -1.3845
H -1.1511 2.1690 -0.3363
H -1.3081 0.3757 -0.0097
H 0.0304 1.3076 1.6490
H 2.4956 -2.6618 -0.5663
H 0.3472 -1.1900 -0.5239
```

- HOMO energy (eV) = -9.84
- total charge = 0
- LUMO (Eh) = -0.0004

=====

According to the calculations, the structures order from most to least stable as arrangement one, arrangement two.